The following is a quantum chemistry calculation of a gas-phase ion, C7H14BrN2Si (charge +1) in a non-equilibrium geometry, from OMol25.

Properties
Multiplicity: 1
ΔE to the lowest compared entry with this formula, charge and spin: 17.5 kcal per mole
Charge: +1
SMILES: C/C=C/C(C)=[N+](CC)\[SiH]=N\Br

Last column: natural (NBO) charge in e.
Atoms and positions in Å:
C1 -0.517 0.265 1.172  -0.353
C2 -0.203 -0.596 0.121  0.465
C3 -1.198 -0.002 2.310  0.037
C4 -1.114 -1.706 -0.263  -0.694
C5 -1.699 1.104 3.069  -0.687
C6 0.484 -0.245 -3.087  -0.653
C7 1.132 -0.940 -1.866  -0.239
N1 0.810 -0.228 -0.620  -0.695
N2 2.042 1.530 1.059  -1.187
Si1 1.945 1.154 -0.522  1.684
Br1 2.839 2.944 1.995  0.294
H1 0.090 1.194 0.939  0.259
H2 -1.136 -1.785 -1.327  0.243
H3 -2.077 -1.484 0.041  0.257
H4 -0.683 -2.663 0.038  0.271
H5 -2.647 0.892 3.597  0.249
H6 -1.836 1.957 2.493  0.235
H7 -1.126 1.465 3.853  0.265
H8 1.245 0.375 -3.600  0.243
H9 0.380 -0.970 -3.816  0.246
H10 -0.508 0.139 -2.874  0.235
H11 0.913 -1.950 -1.608  0.227
H12 2.236 -0.974 -1.829  0.214
H13 2.124 1.515 -1.904  -0.139
H14 -1.495 -0.993 2.630  0.223